# 1
Formula: C4H12N2O
Source: the Open Molecules 2025 dataset
Level of theory: ωB97M-V/def2-TZVPD

Structure (XYZ):
```
19
C4H12N2O ωB97M-V/def2-TZVPD
C -1.57 1.40 0.19
C -1.01 0.01 0.58
O -1.71 -1.11 0.16
C 0.56 -0.10 0.46
N 0.80 -1.62 0.76
C 1.12 0.64 -0.72
N 1.26 -0.29 -1.97
H -1.49 1.58 -0.88
H -2.64 1.33 0.53
H -0.92 2.05 0.84
H -0.97 -0.03 1.65
H -1.57 -1.94 0.57
H 0.99 0.46 1.29
H -0.02 -2.24 0.91
H 1.18 -1.61 1.74
H 2.15 0.97 -0.52
H 0.32 1.40 -1.07
H 1.84 -1.13 -1.84
H 1.66 0.23 -2.71
```

Computed properties:
Energy above the lowest of the compared OMol25 structures with the same formula, charge and spin in eV: 3.190
Charge: 0
SMILES string: C[C@@H](O)[C@@H](N)CN
Frontier orbital gap in eV: 9.5

=====

# 2
Formula: C9H34N6O8
Source: the Open Molecules 2025 dataset
Level of theory: ωB97M-V/def2-TZVPD

Structure (XYZ):
```
57
C9H34N6O8 ωB97M-V/def2-TZVPD
N 2.59 1.59 0.01
C 3.86 1.42 -0.15
N 4.63 2.31 0.26
O 4.36 0.16 -0.49
H 1.91 0.89 -0.42
H 2.08 2.49 0.07
H 5.62 2.19 0.22
H 4.28 3.16 0.78
N -0.22 -0.06 -0.40
C 0.34 -0.29 -1.56
N 1.58 -0.67 -1.44
O -0.24 0.07 -2.84
H -1.21 0.18 -0.47
H 0.15 -0.26 0.55
H 2.13 -0.72 -2.30
H 2.03 -1.02 -0.54
N 1.59 -0.80 1.80
C 2.04 -1.95 1.37
N 2.96 -2.00 0.53
O 1.50 -3.11 1.79
H 0.78 -0.81 2.40
H 2.00 0.14 1.69
H 3.28 -2.92 0.41
H 3.64 -1.25 0.24
C -3.80 2.56 -1.42
C -2.95 1.34 -1.50
O -2.89 0.99 -0.09
H -4.21 2.81 -2.42
H -3.33 3.40 -0.91
H -4.70 2.38 -0.82
H -1.94 1.44 -1.86
H -3.43 0.50 -1.96
H -3.78 0.69 0.21
C -1.13 0.91 2.76
O -0.77 -0.41 3.14
H -1.01 1.00 1.69
H -0.49 1.64 3.24
H -2.22 1.01 2.86
H -1.31 -0.81 3.80
C 0.39 -4.00 -2.56
O 1.47 -3.40 -1.80
H -0.56 -3.51 -2.62
H 0.16 -4.94 -2.05
H 0.67 -4.22 -3.59
H 1.24 -2.55 -1.38
C -1.86 -2.39 0.54
O -2.54 -3.47 1.06
H -1.72 -2.33 -0.48
H -0.93 -2.42 1.14
H -2.36 -1.45 0.82
H -3.47 -3.37 0.89
C -0.87 3.62 0.24
O 0.17 2.77 0.44
H -1.66 3.23 0.76
H -1.02 3.69 -0.85
H -0.69 4.65 0.56
H -0.16 1.90 0.63
```

Computed properties:
Energy above the lowest of the compared OMol25 structures with the same formula, charge and spin in eV: 7.000
Charge: 0
SMILES string: NC(N)=O.NC(N)=O.NC(N)=O.CCO.CO.CO.CO.CO
Frontier orbital gap in eV: 9.0

=====

# 3
Formula: CH3F3NO4PS
Source: the Open Molecules 2025 dataset
Level of theory: ωB97M-V/def2-TZVPD

Structure (XYZ):
```
14
CH3F3NO4PS ωB97M-V/def2-TZVPD
C -1.70 -0.76 -1.36
N -0.58 0.21 1.15
O 0.80 0.28 -1.56
O -1.14 1.76 -1.45
O 1.72 -0.19 2.63
O 1.68 1.46 0.79
F -2.72 -0.58 -0.48
F -2.30 -0.89 -2.53
F -0.99 -1.92 -1.14
P 0.98 0.09 1.21
S -0.46 0.61 -0.99
H 1.07 -0.50 3.34
H 2.06 1.30 -0.12
H 1.58 -0.87 0.51
```

Computed properties:
Energy above the lowest of the compared OMol25 structures with the same formula, charge and spin in eV: 2.621
Charge: 0
Frontier orbital gap in eV: 9.3

=====

# 4
Formula: C13H52N26O13
Source: the Open Molecules 2025 dataset
Level of theory: ωB97M-V/def2-TZVPD

Structure (XYZ):
```
104
C13H52N26O13 ωB97M-V/def2-TZVPD
C 3.37 7.13 0.43
O 3.19 7.23 1.57
N 2.47 7.01 -0.47
N 4.55 7.28 -0.11
H 1.51 7.24 -0.27
H 2.91 7.07 -1.37
H 4.78 7.14 -1.08
H 5.35 7.36 0.51
C -4.13 8.78 -0.53
O -3.21 9.43 -0.12
N -4.68 7.87 0.13
N -4.57 8.70 -1.75
H -5.67 7.69 0.11
H -4.11 7.45 0.85
H -5.26 7.98 -1.90
H -4.39 9.52 -2.32
C 2.99 -1.57 6.27
O 3.86 -0.82 6.46
N 1.90 -1.30 5.66
N 2.97 -2.75 6.78
H 1.69 -0.33 5.48
H 1.30 -2.08 5.44
H 2.45 -3.36 6.17
H 3.75 -2.91 7.39
C 6.80 2.01 1.36
O 5.95 1.24 1.11
N 7.71 2.39 0.48
N 7.14 2.62 2.51
H 7.78 1.82 -0.35
H 8.25 3.22 0.66
H 7.82 3.34 2.69
H 6.35 2.48 3.13
C -5.00 3.39 -5.66
O -5.90 3.64 -6.47
N -4.10 4.24 -5.30
N -4.96 2.27 -4.97
H -3.72 4.99 -5.87
H -3.58 4.00 -4.47
H -5.55 1.56 -5.38
H -4.37 1.91 -4.23
C -4.66 -6.64 -1.74
O -3.80 -7.47 -1.77
N -5.87 -6.90 -1.77
N -4.42 -5.44 -1.78
H -6.11 -7.88 -1.79
H -6.63 -6.23 -1.77
H -3.50 -5.09 -2.02
H -5.19 -4.79 -1.87
C 1.61 -5.72 -4.49
O 0.89 -4.77 -4.27
N 1.43 -6.92 -3.97
N 2.72 -5.60 -5.10
H 1.99 -7.72 -4.24
H 0.49 -6.92 -3.60
H 3.23 -6.48 -5.12
H 3.37 -4.89 -4.83
C 0.82 -0.26 -8.61
O 1.06 0.59 -9.49
N 0.03 -0.09 -7.48
N 1.20 -1.45 -8.76
H -0.24 0.88 -7.34
H -0.30 -0.81 -6.86
H 1.08 -2.10 -7.99
H 1.71 -1.83 -9.54
C -5.86 0.69 3.60
O -5.36 -0.39 3.69
N -5.80 1.40 2.49
N -6.60 1.36 4.49
H -5.07 1.19 1.82
H -6.37 2.23 2.53
H -6.75 0.82 5.33
H -6.70 2.36 4.57
C -1.56 3.92 6.18
O -2.00 4.24 5.10
N -0.37 4.22 6.59
N -2.20 3.33 7.13
H 0.20 4.79 5.98
H 0.07 3.93 7.45
H -1.74 3.30 8.02
H -3.20 3.21 7.03
C -0.99 -6.52 3.73
O -1.91 -6.67 4.46
N -0.04 -7.45 3.55
N -0.85 -5.38 3.09
H -0.17 -8.44 3.70
H 0.81 -7.22 3.04
H -0.50 -5.57 2.16
H -1.73 -4.94 3.32
C 5.88 -5.68 0.09
O 4.97 -5.68 0.98
N 6.26 -6.83 -0.51
N 6.48 -4.60 -0.36
H 6.73 -6.84 -1.40
H 5.76 -7.67 -0.27
H 6.08 -3.70 -0.12
H 7.13 -4.73 -1.12
C -0.32 0.84 -0.54
O -1.42 0.77 -0.98
N 0.65 0.03 -0.89
N -0.06 1.78 0.32
H 0.41 -0.75 -1.48
H 1.53 0.01 -0.40
H -0.82 2.39 0.61
H 0.87 1.89 0.69
```

Computed properties:
Energy above the lowest of the compared OMol25 structures with the same formula, charge and spin in eV: 13.644
Charge: 0
Frontier orbital gap in eV: 9.3

=====

# 5
Formula: CH6P2S
Source: the Open Molecules 2025 dataset
Level of theory: ωB97M-V/def2-TZVPD

Structure (XYZ):
```
10
CH6P2S ωB97M-V/def2-TZVPD
C -0.28 1.20 -0.57
S 0.01 -0.42 0.32
P -1.89 -1.06 -0.11
P 1.91 -1.39 -0.12
H 0.13 1.08 -1.57
H -1.35 1.42 -0.67
H 0.43 1.83 -0.10
H 0.44 0.25 1.81
H -1.92 -2.34 0.12
H 1.14 -1.78 -1.18
```

Computed properties:
Energy above the lowest of the compared OMol25 structures with the same formula, charge and spin in eV: 4.656
Charge: 0
SMILES string: C[SH](=P)=P
Frontier orbital gap in eV: 7.0

=====

# 6
Formula: C8H5Cl2NO4Sn
Source: the Open Molecules 2025 dataset
Level of theory: ωB97M-V/def2-TZVPD

Structure (XYZ):
```
21
C8H5Cl2NO4Sn ωB97M-V/def2-TZVPD
Sn 0.29 0.20 1.67
O -3.37 1.06 -0.31
C -2.22 0.91 0.03
O -1.77 0.15 0.97
C -1.11 1.65 -0.71
C -1.27 2.41 -1.85
C -0.13 2.95 -2.44
C 1.12 2.70 -1.90
C 1.20 1.93 -0.76
N 0.10 1.46 -0.19
C 2.49 1.48 -0.09
O 3.55 1.93 -0.46
O 2.28 0.60 0.85
H -2.26 2.54 -2.25
H -0.23 3.54 -3.34
H 2.03 3.08 -2.35
Cl 1.00 -1.97 -0.32
C -0.27 -3.21 -0.57
Cl -1.78 -2.53 -1.15
H -0.44 -3.70 0.38
H 0.11 -3.90 -1.32
```

Computed properties:
Energy above the lowest of the compared OMol25 structures with the same formula, charge and spin in eV: 0.093
Charge: 0
Frontier orbital gap in eV: 8.6